Entry from OMol25: a 9-piece molecular cluster, C24H58Cl10N2O6 overall at a distorted geometry (wB97M-V/def2-TZVPD).

Geometry as XYZ:
```
100
Properties=species:S:1:pos:R:3:forces:R:3:mulliken_charge:R:1
Cl -2.08565 4.46483 -1.20825 -0.34 0.57 -0.01 -0.18
Cl -3.54638 6.41525 3.89286 0.05 -0.33 0.19 -0.19
Cl -2.35102 -2.90054 5.88466 0.21 -0.10 0.02 -0.19
Cl -4.73277 0.24458 4.07955 0.08 -0.06 0.15 -0.20
Cl -1.47568 1.70630 0.10224 0.35 -0.09 -0.49 -0.16
Cl -7.51149 4.74832 1.15945 0.20 -0.74 0.68 -0.19
Cl 2.18972 7.51306 -7.98002 0.66 -0.09 0.55 -0.16
Cl -6.74453 7.41325 -2.13631 0.04 -0.41 0.58 -0.21
Cl -0.37426 6.11509 4.95184 -0.06 0.24 0.35 -0.19
Cl -0.72378 5.97812 -7.19161 -0.07 -0.72 0.45 -0.18
O -1.33987 -5.88049 -0.30211 0.08 2.01 0.82 -0.25
O 3.41202 -2.73945 1.71614 -0.77 -1.26 0.36 -0.35
O 2.32935 -4.26564 -4.11375 -0.98 0.99 -0.53 -0.40
O 3.88877 3.46474 -0.20047 -0.16 -0.07 0.16 -0.50
O -6.65613 0.85453 -2.06475 0.78 -0.12 1.37 -0.51
O 6.63201 -4.11516 3.95962 0.28 -0.06 0.61 -0.35
N 4.98287 -1.62914 3.91081 -0.16 -0.67 0.31 -0.35
N 0.23507 -6.22232 -3.08705 0.77 0.00 1.37 -0.45
C -1.30699 -6.96374 -1.11840 -0.38 -1.43 -2.28 -0.58
C 2.00962 -2.45614 1.89272 1.04 0.07 0.46 -0.72
C 1.47669 -3.14836 -4.45614 0.03 -0.53 -0.30 -0.69
C -1.13723 -6.62859 -2.61753 1.00 1.66 -0.84 -0.72
C 6.94819 -2.89931 4.67576 -0.08 0.30 -2.18 -0.64
C -1.72740 3.09309 -2.26313 0.38 0.19 -0.13 -0.40
C 4.18402 -1.57242 1.56598 -0.93 -0.08 -0.63 -0.39
C 2.24405 -4.67256 -2.73888 -0.22 -0.18 -0.95 -0.55
C -3.24207 -1.36813 5.76217 -0.34 0.24 -1.31 -0.36
C 0.85844 -5.17998 -2.26871 0.63 0.66 0.68 -0.49
C -0.81568 2.12416 -1.52884 -0.31 -0.66 -0.38 -0.40
C 0.80049 7.29655 -9.00735 -1.72 0.90 -0.22 -0.35
C -3.77557 -1.24593 4.31021 -0.09 -0.63 0.29 -0.50
C 7.41687 -4.45270 2.82106 -0.79 0.09 -0.32 -0.68
C -6.77659 6.65060 -0.49421 -0.14 -0.53 0.12 -0.55
C -0.52899 7.41988 -8.20812 0.69 -0.75 0.16 -0.49
C -1.13169 5.14727 3.68295 1.00 -0.40 -0.55 -0.43
C -6.01300 0.60756 -0.77069 -0.17 0.34 -0.50 -0.51
C 4.33224 -0.85588 2.88476 0.27 1.39 -0.13 -0.88
C 3.19727 4.42778 0.55313 -0.64 1.33 0.54 -0.60
C -2.60239 4.90104 3.82101 -0.12 -0.39 -0.61 -0.27
C -1.49985 -6.13979 1.07553 1.15 -1.23 -0.27 -0.84
C 6.42426 -1.68821 3.80466 0.35 -0.86 1.10 -0.28
C -7.37743 5.18967 -0.52778 0.41 2.95 -0.31 -0.33
H 2.55813 -3.79191 -2.17860 -0.18 -0.12 0.66 0.35
H 0.45209 -3.46599 -4.64956 -0.26 -0.19 0.39 0.25
H -6.67666 4.59694 -1.11574 -0.57 -0.46 0.19 0.31
H 7.25390 -3.77765 1.98092 -0.04 0.39 0.00 0.24
H 6.65831 -1.85290 2.75290 0.84 0.09 -0.04 0.21
H 0.29114 -5.77582 -3.99126 -0.82 -0.67 -0.58 0.27
H -2.84194 4.19448 4.61567 -0.06 0.60 0.41 0.32
H -3.02615 -1.27491 3.51924 0.33 0.24 0.45 0.32
H 1.46179 -2.31782 -3.75040 0.17 -0.25 0.57 0.28
H 1.68832 -1.83413 1.05728 -0.42 -0.12 -0.06 0.30
H 1.75186 -2.67864 -5.40045 0.70 -0.45 -0.08 0.29
H -2.64824 2.65034 -2.64278 -0.06 -0.12 0.55 0.29
H 1.43971 -3.37590 2.02438 0.30 -0.15 -0.61 0.24
H 0.88234 6.35705 -9.55392 -0.13 0.08 0.19 0.32
H -0.78366 1.20187 -2.10888 -0.08 -0.13 0.15 0.26
H 0.99956 -5.45916 -1.22456 0.06 -0.53 -0.02 0.37
H -0.56896 -7.72039 -0.85215 0.27 -0.08 0.33 0.36
H 2.53539 5.10013 0.00727 -0.37 -0.46 -0.78 0.26
H -1.24749 3.51584 -3.14577 0.33 -0.15 0.10 0.31
H 3.02084 -5.43427 -2.67191 -0.16 -0.11 0.19 0.33
H -2.91177 4.38253 2.91352 -0.06 0.12 -0.14 0.21
H -1.80022 -5.80730 -2.88957 -0.49 0.28 0.46 0.36
H -0.52178 8.22227 -7.47041 0.12 0.29 -0.57 0.31
H -7.32172 7.31523 0.17602 -0.39 -0.17 -0.31 0.36
H 4.67561 -2.56587 3.69122 -0.22 -0.59 0.52 0.34
H -8.40498 5.29440 -0.87601 0.33 -0.54 -0.51 0.29
H -1.44239 7.41173 -8.80287 0.41 0.42 -0.34 0.30
H 5.13429 -1.82145 1.09368 0.18 -0.39 0.38 0.24
H -4.07983 -1.44578 6.45514 0.20 0.33 -0.03 0.29
H -2.29280 -7.42846 -1.13593 -0.27 -0.51 0.37 0.48
H 3.65738 -1.03209 0.77934 0.08 1.01 0.12 0.39
H -6.74617 0.44573 0.01948 -0.08 -0.18 -0.09 0.30
H 6.47136 -2.92114 5.65569 -0.27 -0.14 -0.24 0.30
H -0.84196 5.58299 2.72676 -0.45 0.39 0.07 0.26
H -5.42194 1.46519 -0.44940 -0.22 0.33 -0.44 0.16
H -2.56656 -0.53906 5.97296 -0.15 -0.16 0.26 0.31
H 8.49699 -4.54054 2.93827 0.09 0.08 0.67 0.32
H -0.57838 4.20817 3.67706 -0.32 -0.26 0.21 0.28
H -1.54944 -5.19378 1.61472 -0.51 -0.31 -0.09 0.25
H -5.29250 -0.20965 -0.80459 -0.24 -0.31 -0.19 0.27
H 0.81327 8.13626 -9.70220 0.04 -0.15 -0.21 0.26
H 4.27900 3.88188 -0.97203 0.01 0.09 0.03 0.29
H 7.02688 -5.40605 2.46450 0.09 -0.11 0.24 0.26
H -1.49258 -7.43459 -3.25955 0.30 -0.41 0.36 0.42
H 1.84098 -1.93088 2.83281 0.03 0.36 0.01 0.32
H 2.57452 3.98908 1.33276 0.23 -0.52 -0.19 0.21
H 8.02607 -2.86819 4.83481 0.18 0.26 -0.08 0.38
H 0.24083 -4.28985 -2.14917 -0.53 0.31 -0.28 0.27
H 6.86651 -0.76670 4.18325 0.05 0.14 -0.19 0.32
H -2.21594 -6.93477 1.28363 -1.26 0.70 -0.07 0.34
H -4.41508 -2.10308 4.09943 -0.22 0.16 0.14 0.33
H -0.64679 -6.71016 1.44303 0.91 0.40 0.10 0.35
H -5.77395 6.63131 -0.06707 0.15 -0.13 -0.46 0.32
H 4.89432 0.05752 2.69015 0.11 0.23 0.11 0.41
H 0.22298 2.44094 -1.43433 -0.29 0.40 0.28 0.27
H 3.79212 5.19288 1.05201 0.89 -0.39 0.24 0.34
H -7.36688 0.21214 -2.12625 -0.04 -0.01 -0.11 0.29
H 3.38515 -0.52943 3.31434 -0.24 0.01 -0.41 0.35
```
Forces are in eV/Å.

Summary:
Energy above the lowest of the compared OMol25 structures with the same formula, charge and spin in kcal per mole: 55.0
HOMO-LUMO gap in eV: 8.8
Total energy in hartree: -6111.8956
Lowest unoccupied orbital energy in Ha: 0.0025